No. 1
# C19H22N2O7S2

An isolated molecule of C19H22N2O7S2 (ωB97M-V/def2-TZVPD, the Open Molecules 2025 dataset).

XYZ file:
```
52
Properties=species:S:1:pos:R:3
C -3.8229 -4.7665 -0.3085
O -4.1601 -3.7629 0.6219
C -4.0698 -2.4669 0.2457
C -3.7380 -2.0317 -1.0364
C -3.6561 -0.6757 -1.3016
C -3.9090 0.2405 -0.3014
S -3.5785 1.9674 -0.5958
O -3.7315 2.2656 -1.9897
O -4.2838 2.7687 0.3600
N -1.9417 2.1157 -0.2443
C -1.6294 1.8414 1.1415
C -0.1693 2.2003 1.4086
N 0.7012 1.4728 0.5067
S 0.8886 -0.1605 0.8876
O 0.9378 -0.2532 2.3156
O -0.0455 -1.0111 0.1957
C 2.5174 -0.4359 0.2076
C 2.6883 -1.2431 -0.9019
C 3.9552 -1.4095 -1.4276
C 5.0473 -0.7795 -0.8392
C 4.8669 0.0033 0.3129
C 3.5869 0.1817 0.8211
O 5.9165 0.5930 0.9564
C 7.1734 0.0707 0.5782
C 7.2545 -0.0467 -0.9421
O 6.2727 -0.9471 -1.4136
C 0.3755 1.7184 -0.8818
C -1.0932 1.4095 -1.1815
C -4.2582 -0.1776 0.9718
C -4.3481 -1.5250 1.2432
H -4.5041 -4.7653 -1.1651
H -3.9229 -5.7084 0.2284
H -2.7922 -4.6553 -0.6579
H -3.5333 -2.7349 -1.8273
H -3.4131 -0.3164 -2.2892
H -2.3079 2.4455 1.7444
H -1.7696 0.7751 1.3805
H 0.1117 1.9198 2.4233
H -0.0018 3.2689 1.2527
H 1.8283 -1.7273 -1.3347
H 4.1290 -2.0199 -2.2990
H 3.4337 0.7845 1.6997
H 7.9237 0.7609 0.9651
H 7.3158 -0.9211 1.0272
H 8.2176 -0.4465 -1.2615
H 7.0971 0.9427 -1.3913
H 1.0239 1.0871 -1.4918
H 0.5905 2.7699 -1.0915
H -1.3718 1.7519 -2.1787
H -1.2416 0.3238 -1.1064
H -4.4674 0.5648 1.7254
H -4.6166 -1.8837 2.2238
```

Computed properties:
Orbital gap   9.461 eV
SMILES   COc1ccc(S(=O)(=O)N2CCN(S(=O)(=O)c3ccc4c(c3)OCCO4)CC2)cc1
Multiplicity   1

=====

No. 2
# C9H18N2O4

An isolated molecule of C9H18N2O4 (ωB97M-V/def2-TZVPD, the Open Molecules 2025 dataset).

XYZ file:
```
33
Properties=species:S:1:pos:R:3
C -4.6848 0.8645 -0.7426
C -3.2061 0.9229 -0.3961
C -2.4610 -0.4400 -0.4569
C -2.9830 -1.4036 0.6334
C -0.9593 -0.3001 -0.4342
N -0.2353 -1.5173 -0.6996
C -0.4047 0.3571 0.8333
O -1.0823 0.6359 1.7838
N 0.9285 0.6452 0.8257
C 1.9307 0.3685 -0.1719
C 3.0703 1.3679 -0.1307
O 2.5266 2.6483 -0.4452
C 2.5140 -1.0648 0.0111
O 2.4391 -1.6917 0.9815
O 3.1539 -1.4522 -1.1144
H -4.8118 0.4739 -1.7768
H -5.1873 1.8445 -0.6942
H -5.2586 0.2162 -0.1095
H -3.1171 1.3732 0.5990
H -2.7663 1.6062 -1.1003
H -2.7481 -0.9017 -1.4246
H -2.7694 -0.9396 1.6273
H -4.0585 -1.5115 0.5725
H -2.5338 -2.4372 0.5961
H -0.7064 0.3783 -1.2672
H -0.5992 -1.9539 -1.5610
H -0.4105 -2.2073 0.0233
H 1.2828 1.0667 1.6778
H 1.4667 0.4320 -1.1655
H 3.5740 1.3873 0.8515
H 3.8594 1.0932 -0.8238
H 3.1871 3.3578 -0.5437
H 3.5493 -2.3308 -0.8821
```

Computed properties:
Orbital gap   10.071 eV
SMILES   CC[C@H](C)[C@H](N)C(=O)N[C@@H](CO)C(=O)O
Multiplicity   1

=====

No. 3
# C2H8O2Sn

A structure of composition C2H8O2Sn (ωB97M-V/def2-TZVPD, the Open Molecules 2025 dataset).

XYZ file:
```
13
Properties=species:S:1:pos:R:3
Sn 4.0875 -1.4786 2.0389
C -2.0905 0.7648 -0.1105
C -1.7391 0.8490 1.3919
O -0.4300 1.0845 1.7692
H -2.0903 1.8014 -0.4474
H -3.0792 0.3303 -0.2576
H -1.3390 0.2368 -0.6976
H -2.0160 -0.1142 1.8203
H -2.4121 1.6279 1.7505
H -0.5526 1.5216 2.6151
O 3.7502 -2.1647 -2.9276
H 4.4202 -2.7766 -3.2326
H 3.4909 -1.6821 -3.7125
```

Computed properties:
Orbital gap   2.638 eV
Charge   +2
Multiplicity   1

=====

No. 4
# C21H67NO15P

A cluster of 13 separate species, C21H67NO15P in total (ωB97M-V/def2-TZVPD, the Open Molecules 2025 dataset).

XYZ file:
```
105
Properties=species:S:1:pos:R:3
C 5.9647 -1.5839 1.6447
C 5.2985 -1.5266 0.2730
C 4.2506 -0.3835 0.2616
C 2.9170 -0.7573 -0.4132
C 1.6947 -0.9785 0.5125
O 0.8475 -1.9453 -0.1782
C 2.0429 -1.7006 1.8442
O 2.9783 -2.5461 1.8082
O 1.3155 -1.4538 2.8293
N 0.8417 0.1843 0.7385
C 0.0012 0.5269 -0.4039
P 1.5792 1.6208 1.3296
C 2.5626 2.5454 0.0739
C 2.4684 1.4144 2.9108
H 6.6818 -2.4003 1.7234
H 6.4557 -0.6289 1.8353
H 5.2295 -1.7260 2.4332
H 4.8465 -2.4771 0.0150
H 6.0945 -1.2616 -0.4263
H 4.7061 0.4199 -0.3213
H 4.1497 -0.0098 1.2759
H 3.0415 -1.6774 -0.9767
H 2.6756 0.0069 -1.1548
H 1.1564 -2.8008 0.1401
H 0.5608 0.5944 -1.3407
H -0.3988 1.5229 -0.2074
H -0.8510 -0.1391 -0.4932
H 2.4127 3.6048 0.2633
H 3.6372 2.3838 0.1009
H 2.1568 2.3201 -0.9099
H 1.7205 1.3004 3.6875
H 2.9734 2.3591 3.1083
H 3.1438 0.5658 3.0062
C -2.3579 -0.1013 2.4931
O -1.2119 0.0838 3.3118
H -2.9803 0.7871 2.5610
H -2.0606 -0.2549 1.4525
H -2.9317 -0.9650 2.8474
H -0.6607 -0.7112 3.2366
C -2.0661 -2.8724 -1.5063
O -3.2841 -3.3959 -0.9548
H -2.3198 -2.1729 -2.2979
H -1.4919 -2.3507 -0.7383
H -1.4658 -3.6814 -1.9240
H -3.0469 -4.0134 -0.2598
C 2.1045 2.0443 -4.2492
O 2.6617 2.7586 -3.1470
H 2.3587 0.9937 -4.1301
H 1.0170 2.1471 -4.2660
H 2.5176 2.4090 -5.1953
H 2.4306 3.6842 -3.2576
C -3.2376 0.0358 -3.9164
O -2.1516 0.1201 -3.0028
H -2.8221 -0.1918 -4.8897
H -3.9158 -0.7718 -3.6191
H -3.7870 0.9822 -3.9644
H -2.5000 0.3098 -2.1266
C -4.6796 -4.6589 -4.2573
O -5.1896 -4.8454 -2.9455
H -4.8535 -5.5742 -4.8199
H -5.1913 -3.8305 -4.7587
H -3.6043 -4.4553 -4.2294
H -5.0189 -4.0342 -2.4542
C -2.0875 4.0089 2.7106
O -2.1511 2.9412 1.7820
H -2.4444 4.9164 2.2262
H -2.7194 3.7888 3.5760
H -1.0515 4.1571 3.0349
H -1.8290 2.1623 2.2481
C -3.3281 -2.2373 -7.0346
O -2.3078 -2.0328 -6.0662
H -3.9414 -1.3393 -7.0721
H -2.8957 -2.4144 -8.0238
H -3.9575 -3.0878 -6.7581
H -1.7709 -2.8304 -6.0339
C 0.5653 -4.4197 -3.6095
O -0.3143 -4.0368 -4.6702
H 0.0114 -5.0516 -2.9219
H 1.4179 -4.9796 -4.0022
H 0.9211 -3.5349 -3.0776
H 0.1947 -3.4771 -5.2627
C -2.5865 3.3834 6.8892
O -3.1949 2.7112 5.7906
H -3.3758 3.8106 7.5068
H -2.0020 2.6812 7.4841
H -1.9369 4.1814 6.5290
H -2.4812 2.3416 5.2606
C -6.0150 -0.4922 1.9166
O -5.4151 0.2327 0.8486
H -5.9907 0.1250 2.8109
H -7.0554 -0.7375 1.6813
H -5.4575 -1.4139 2.1024
H -5.4427 -0.3315 0.0721
C 6.5444 2.4687 -1.8832
O 5.2654 1.8670 -1.7557
H 6.9007 2.7133 -0.8851
H 7.2535 1.7813 -2.3556
H 6.4830 3.3875 -2.4757
H 4.9496 1.6545 -2.6378
C 1.0172 4.2641 8.3111
O 0.4127 3.5928 7.2137
H 0.2233 4.6883 8.9220
H 1.6000 3.5665 8.9190
H 1.6674 5.0713 7.9619
H 1.1173 3.2191 6.6765
```

Computed properties:
Orbital gap   5.878 eV
Charge   -1
Multiplicity   1

=====

No. 5
# C28H21Br2N3O4S5Ta

A structure of composition C28H21Br2N3O4S5Ta (ωB97M-V/def2-TZVPD, the Open Molecules 2025 dataset).

XYZ file:
```
64
Properties=species:S:1:pos:R:3
Ta 0.5953 -0.9482 0.0832
S 2.2528 -1.3638 -2.0473
S 1.2032 -1.1467 -3.7669
S -0.1192 -2.7351 -3.6515
S -0.5954 -2.8316 -1.6202
C 0.4624 3.0745 -4.1699
C 1.3237 2.7384 -3.2111
C 1.0664 1.6568 -2.2138
C -0.2568 0.9673 -2.3758
C -1.1526 1.3922 -3.4457
C -0.8086 2.3748 -4.2893
N -0.6752 0.1364 -1.4591
N -2.0718 0.0787 -1.4139
C -2.7184 -1.0751 -1.2716
C -4.1272 -0.9291 -1.0293
C -4.9488 -1.9965 -0.8326
C -4.4569 -3.3205 -0.8740
C -3.1265 -3.5019 -1.1402
C -2.2561 -2.4127 -1.3474
H 0.7116 3.8450 -4.8887
H 2.2878 3.2288 -3.1508
H 1.8818 0.9312 -2.3150
H -2.0880 0.8633 -3.5388
H -1.4754 2.6404 -5.1008
H -4.4999 0.0857 -0.9733
H -5.9996 -1.8201 -0.6306
H -5.1091 -4.1659 -0.7025
H -2.7048 -4.4995 -1.1815
Br 4.1312 -1.4939 3.7978
C 3.8217 0.0189 2.7093
C 4.6401 1.1312 2.8485
C 4.3908 2.2381 2.0541
Br 5.5266 3.7502 2.2934
C 3.3672 2.2785 1.1148
C 3.0032 3.4280 0.2999
C 1.9665 3.3392 -0.5240
C 1.1370 2.1046 -0.7236
N 1.5421 0.9515 0.0880
C 2.5756 1.1305 0.9721
C 2.7880 0.0216 1.7892
O 1.9347 -0.9704 1.5541
H 5.4494 1.1302 3.5623
H 3.5502 4.3535 0.4144
H 1.6448 4.2086 -1.0839
H 0.1079 2.3731 -0.4452
C -2.8207 1.2485 3.1239
C -1.6332 1.8948 2.8278
C -0.7147 1.3153 1.9593
C -0.9382 0.0727 1.3556
C -2.1366 -0.5685 1.7024
C -3.0667 0.0080 2.5542
H -3.5416 1.6999 3.7952
H -1.4111 2.8575 3.2744
H 0.2028 1.8586 1.7753
H -2.3708 -1.5419 1.2937
H -3.9883 -0.5198 2.7716
C 1.3762 -3.7781 2.7721
S 0.7405 -3.6989 1.1413
O 1.7482 -3.1420 0.2218
O 0.1865 -4.9801 0.8392
O -0.2796 -2.5633 1.1891
H 2.1260 -4.5669 2.7839
H 0.5421 -4.0363 3.4208
H 1.8075 -2.8198 3.0357
```

Computed properties:
Orbital gap   6.168 eV
Charge   -1
Multiplicity   1

=====

No. 6
# C8H4AsF5N4OPdS4

A structure of composition C8H4AsF5N4OPdS4 (ωB97M-V/def2-TZVPD, the Open Molecules 2025 dataset).

XYZ file:
```
28
Properties=species:S:1:pos:R:3
Pd -0.2892 0.0069 -0.2443
S 3.2425 2.7789 1.3737
As 2.1629 2.0843 -0.3159
S 1.9745 -0.1327 -0.3609
S -0.0341 2.2670 -0.0222
S 2.8054 2.8502 -2.1890
F -5.0662 -3.0201 4.2144
C -4.4260 -2.2652 3.2927
C -5.1280 -1.5425 2.3508
F -6.4791 -1.5956 2.3354
C -4.4610 -0.7861 1.4086
F -5.2244 -0.1207 0.5028
C -3.0473 -0.7034 1.3028
O -2.4938 -0.0394 0.3644
C -2.3763 -1.4449 2.3116
F -1.0401 -1.4627 2.3412
C -3.0418 -2.1985 3.2573
F -2.3392 -2.8972 4.1652
N -4.8545 -3.4883 -0.3509
C -3.7195 -2.7737 -0.6376
N -3.8648 -1.4955 -1.0341
N -2.5745 -3.4080 -0.5559
C -1.5339 -2.6686 -0.9030
N -0.6683 -1.9692 -1.2207
H -5.5904 -2.9690 0.1029
H -4.6407 -4.3597 0.1093
H -4.7399 -1.0465 -0.8150
H -3.0622 -0.8871 -0.8433
```

Computed properties:
Orbital gap   5.027 eV
Charge   -2
Multiplicity   1